A single C23H25NO3 molecule, computed with ωB97M-V with the def2-TZVPD basis set.

Each line ends with the Mulliken charge.
Atoms and positions in Å:
H: -2.479 -6.502 1.195  0.392
O: -1.950 0.200 -2.156  -0.665
H: 5.439 6.829 -3.980  0.393
C: 0.890 0.298 -2.613  -0.833
H: 5.098 6.768 -1.489  0.326
C: -3.088 -2.072 2.213  -0.203
C: 2.202 0.654 -2.852  -0.851
N: -1.514 0.151 0.058  -0.142
C: 0.946 1.535 -0.555  -0.549
C: 2.896 1.455 -1.960  -0.478
H: -3.323 -1.356 2.986  0.391
C: -3.304 -3.863 3.894  -0.809
C: 0.259 0.729 -1.450  0.780
H: -3.461 -5.511 5.231  0.384
H: -4.380 0.510 1.810  0.383
H: 0.337 -0.310 -3.312  0.471
C: -2.494 -3.971 0.268  -1.145
H: -2.725 0.787 2.382  0.364
H: -3.465 -0.156 -0.438  0.439
C: -2.847 -1.672 0.926  0.129
H: 4.443 3.592 0.926  0.320
O: 5.442 4.740 -1.327  -0.348
C: -3.263 -5.190 4.219  -0.526
H: -2.935 -7.195 3.514  0.387
H: 3.569 4.102 -1.961  0.302
C: 4.104 4.404 -1.048  -0.212
H: -2.360 -2.317 -1.063  0.515
H: -3.536 -3.121 4.645  0.392
C: -3.049 -3.435 2.575  0.370
C: -3.370 0.770 1.505  -1.823
H: 0.477 1.923 0.336  0.508
C: 2.266 1.909 -0.805  0.588
H: 3.571 5.261 -0.610  0.300
H: 5.594 5.067 -3.988  0.283
C: -2.546 -2.646 -0.051  -0.725
C: -1.168 0.339 -1.235  0.288
H: 4.828 2.479 -0.398  0.379
H: -0.805 0.187 0.773  0.350
C: 5.142 5.913 -3.476  -1.102
H: 3.918 1.720 -2.179  0.376
C: -2.746 -4.406 1.586  0.978
C: -2.963 -6.151 3.240  -0.531
C: 5.613 5.956 -2.024  -0.273
H: -2.266 -4.708 -0.488  0.376
C: 4.116 3.237 -0.054  -0.718
C: -2.856 -0.227 0.472  0.404
H: 2.698 0.314 -3.749  0.387
O: 2.833 2.697 0.155  -0.431
H: 6.690 6.140 -1.989  0.302
H: 4.060 5.822 -3.537  0.310
H: -3.384 1.767 1.070  0.454
C: -2.710 -5.767 1.953  -0.658

Calculated values
ΔE to the lowest compared entry with this formula, charge and spin = 10.8 kcal/mol
2S+1 = 1
electronic energy = -31889.7953 eV
F_max = 0.62 eV Å⁻¹
lowest unoccupied orbital energy = 0.71 eV
frontier orbital gap = 8.98 eV
HOMO energy = -0.3036 hartree

=====

10 unconnected molecules or ions with the total composition C18H48BCl4F4O13 at a distorted geometry, computed with ωB97M-V with the def2-TZVPD basis set.

Each line ends with the Mulliken charge.
Atoms and positions in Å:
H: 2.808 -4.422 -2.809  0.391
H: 0.180 -2.949 0.830  0.522
H: -3.559 -2.561 3.987  0.434
Cl: 0.501 1.884 4.153  -0.156
H: 3.459 -5.935 -1.305  0.302
H: -3.859 -3.679 0.639  0.340
H: -0.815 0.368 -2.198  0.129
H: -5.709 1.159 1.171  0.300
O: -4.816 1.993 -0.539  -0.537
H: -4.466 1.158 -0.881  0.306
H: -2.819 3.688 -3.356  0.358
H: -1.900 -5.243 -0.796  0.422
O: -0.651 -2.503 4.586  -0.479
H: -2.028 -4.036 4.364  0.314
H: -0.258 2.894 2.141  -0.392
H: -3.521 1.157 2.487  0.000
H: -1.928 -1.706 5.994  0.289
H: -1.724 2.831 -4.452  0.258
C: 2.094 4.337 -0.959  -0.206
H: 2.444 -2.029 -2.064  0.090
H: 1.384 -1.676 -4.959  0.362
C: -2.474 -4.351 -0.546  -0.770
H: 6.020 -0.400 -0.952  0.185
H: -3.008 -0.240 4.205  0.223
Cl: -1.828 3.665 3.799  -0.183
B: 0.449 -0.298 0.064  0.517
O: -0.411 -3.670 0.559  -0.736
H: 2.839 -2.553 -0.436  0.123
H: 1.664 6.201 -1.892  0.281
O: 0.844 6.187 0.052  -0.558
H: -1.491 -0.418 3.218  -0.470
H: -1.133 -2.796 -1.089  -0.804
C: 3.057 -2.727 -1.497  0.116
H: -1.747 2.467 -1.401  0.210
H: 4.174 -0.605 -1.681  0.255
H: 6.260 1.204 -1.484  0.357
H: 0.063 5.696 -0.242  0.341
C: 1.855 5.845 -0.876  -0.610
Cl: -0.771 -1.109 -5.589  -0.203
H: 2.808 6.255 -0.543  0.359
H: -0.164 3.896 -2.542  0.502
C: 2.664 -4.182 -1.753  -0.341
O: -3.520 -4.545 0.398  -0.574
H: 2.602 3.959 -0.063  0.187
F: -0.063 -0.788 -1.140  -0.384
F: 1.568 0.557 -0.179  -0.180
C: -2.174 -0.884 3.928  0.463
O: -3.196 0.100 0.787  -0.454
C: -1.546 -3.210 -0.165  2.506
C: -4.886 1.810 0.856  -0.751
C: -1.819 2.084 -2.422  -0.058
H: 1.032 2.684 -0.850  0.062
H: -2.229 0.101 0.676  0.346
F: 0.927 -1.363 0.801  -0.476
O: 4.373 0.337 -1.780  -0.485
H: -1.113 -3.610 2.884  0.069
H: -2.071 -2.432 0.400  -1.149
C: -2.689 -2.219 3.419  -0.004
O: -0.886 4.228 -3.103  -0.529
H: -2.871 -4.100 -1.538  0.290
C: 0.466 -1.552 -4.399  0.368
C: -1.610 -3.218 3.771  -0.208
H: 4.626 1.998 0.394  0.006
O: 4.457 -2.514 -1.681  -0.623
H: -0.637 -0.645 5.470  0.291
H: -5.086 2.783 1.311  0.359
H: 0.488 3.994 3.214  0.384
H: 2.760 4.070 -1.788  0.343
H: -2.772 2.072 1.208  -0.084
H: -2.903 -2.270 2.351  -0.350
C: -3.550 1.324 1.404  0.364
O: -0.709 1.214 -2.686  -0.378
Cl: 0.003 -3.016 -3.554  -0.139
C: -0.236 3.186 3.189  0.358
H: 3.292 0.256 0.440  0.240
O: 4.095 0.167 0.980  -0.519
O: 3.458 -5.047 -0.946  -0.553
C: -1.830 3.226 -3.439  -0.698
F: -0.541 0.433 0.740  -0.200
C: 5.522 0.580 -0.976  -0.402
H: 4.845 -3.305 -1.283  0.362
H: -2.714 1.457 -2.494  0.278
H: 5.935 1.071 1.108  0.338
C: -1.359 -1.381 5.112  -0.524
H: 0.465 -0.740 -3.677  -0.420
C: 5.096 1.008 0.415  -0.028
O: 0.881 3.614 -1.075  -0.402
H: 1.626 -4.274 -1.426  0.117

Calculated values
2S+1 = 1
net charge = -1
electronic energy = -107704.7475 eV
F_max = 1.84 eV Å⁻¹
lowest unoccupied orbital energy = 2.39 eV
frontier orbital gap = 9.51 eV
HOMO energy = -0.2619 hartree

=====

A molecular structure, AsF6H18O9 at a distorted geometry, computed with ωB97M-V with the def2-TZVPD basis set.

Each line ends with the Mulliken charge.
Atoms and positions in Å:
F: -0.002 1.843 -0.274  -0.570
H: 2.472 -2.951 0.033  0.396
O: -3.576 -2.314 0.633  -0.614
H: 4.274 -1.095 0.683  0.284
O: 1.642 -3.378 -0.181  -0.740
F: -0.516 -1.709 -0.371  -0.543
F: 1.520 -0.179 -0.199  -0.396
O: -1.059 3.112 1.810  -0.596
O: -1.176 3.451 -1.996  -0.599
H: 0.988 0.015 2.778  0.445
H: -4.501 -2.253 0.397  0.292
F: -0.193 0.177 -2.063  -0.528
H: -4.204 0.683 2.197  0.271
H: -1.675 3.468 1.169  0.268
O: -0.376 -1.932 -4.416  -0.658
H: 4.306 1.307 0.238  0.282
H: -3.159 -0.232 1.595  0.293
H: 2.264 -0.605 3.308  0.317
H: 3.176 -0.801 -0.317  0.375
H: 1.019 -2.658 -0.273  0.398
H: -0.401 2.658 1.283  0.382
O: 3.662 1.481 -0.448  -0.595
H: -3.127 -2.475 -0.197  0.320
F: -0.311 -0.002 1.541  -0.588
F: -2.068 0.352 -0.362  -0.434
H: -0.784 -1.675 -5.242  0.291
H: -0.763 -1.346 -3.764  0.334
O: 3.801 -1.478 -0.056  -0.643
H: 3.070 2.127 -0.063  0.317
As: -0.290 0.069 -0.271  0.911
H: -1.693 3.327 -1.201  0.261
O: -3.530 0.046 2.432  -0.626
H: -0.420 2.875 -1.883  0.363
O: 1.632 0.094 3.481  -0.671

Calculated values
ΔE to the lowest compared entry with this formula, charge and spin = 2.7 kcal/mol
2S+1 = 2
<S²> = 0.752
net charge = -2
electronic energy = -95867.4313 eV
F_max = 2.08 eV Å⁻¹
lowest unoccupied orbital energy (spin up / spin down) = 5.28 / 5.11 eV
frontier orbital gap (spin up / spin down) = 3.25 / 9.40 eV
HOMO energy (spin up / spin down) = 0.0748 / -0.1575 hartree

=====

Number 3 is which compound? AsF6H18O9

=====

Which of these has the highest 2S+1? AsF6H18O9